Record 1
C6H11NO2 as an isolated structure in a non-equilibrium geometry. Source: the Open Molecules 2025 dataset; level of theory: ωB97M-V/def2-TZVPD.

```
! RIJCOSX wB97M-V def2-TZVPD def2/J DEFGRID3
* xyz 0 1
C 0.650 1.770 -1.436
C 0.968 0.328 -1.156
C -1.182 -0.302 0.083
C -1.417 -0.876 1.405
C -0.157 -1.623 1.830
C 0.929 -1.031 0.888
H 1.353 2.978 -2.764
H 0.792 2.532 -0.229
H -0.698 1.716 -1.293
H 0.621 -0.373 -2.076
H 1.985 0.285 -1.228
H -1.430 -1.086 -0.715
H -1.877 0.336 -0.278
H -2.437 -1.478 1.641
H -1.617 0.118 2.467
H 0.188 -1.403 2.956
H -0.304 -2.633 1.492
N 0.283 -0.219 -0.028
O 1.347 2.164 -2.553
O 2.003 -1.205 0.994
*
```

The value obtained for the total energy is -11979.621 eV. The value obtained for the energy above the lowest of the compared OMol25 structures with the same formula, charge and spin is 153.3 kcal/mol.

Mulliken population analysis, charges in e, atoms 1 to 6: atom 1 (C): -0.158, atom 2 (C): -0.845, atom 3 (C): -0.865, atom 4 (C): -0.702, atom 5 (C): -0.289, atom 6 (C): 0.199

=====

Record 2
C6H11NO2 as an isolated structure in a non-equilibrium geometry. Source: the Open Molecules 2025 dataset; level of theory: ωB97M-V/def2-TZVPD.

```
! RIJCOSX wB97M-V def2-TZVPD def2/J DEFGRID3
* xyz 0 1
C -1.043 1.019 1.581
C 1.710 0.369 0.222
C 0.477 -1.857 0.148
C -1.389 0.793 -1.051
C -0.815 0.331 0.272
C 0.440 -0.373 -0.116
N 0.089 -0.164 -1.812
O -1.998 -0.255 -0.368
O -1.812 1.782 -1.597
H 0.513 0.646 -2.251
H -0.408 -0.879 -2.337
H -1.925 1.652 1.492
H -1.179 0.286 2.378
H -0.197 1.656 1.838
H 1.930 0.259 1.285
H 1.617 1.433 0.008
H 2.535 -0.042 -0.357
H -0.477 -2.316 -0.101
H 1.261 -2.322 -0.446
H 0.671 -2.019 1.211
*
```

The value obtained for the total energy is -11982.961 eV. The value obtained for the energy above the lowest of the compared OMol25 structures with the same formula, charge and spin is 76.3 kcal/mol.

Mulliken population analysis, charges in e, atoms 1 to 6: atom 1 (C): -1.363, atom 2 (C): -1.707, atom 3 (C): -1.568, atom 4 (C): 0.347, atom 5 (C): 0.763, atom 6 (C): 1.374

=====

Record 3
C6H11NO4 as an isolated structure in a non-equilibrium geometry. Source: the Open Molecules 2025 dataset; level of theory: ωB97M-V/def2-TZVPD.

```
! RIJCOSX wB97M-V def2-TZVPD def2/J DEFGRID3
* xyz 0 1
C -0.624 0.009 1.717
C 0.122 0.874 1.086
C -1.515 0.341 2.871
C 1.735 -1.930 -1.280
C -0.462 0.818 -1.987
C 1.173 0.195 -0.420
N 2.501 0.613 0.076
O 3.128 -0.206 0.714
O 2.838 1.756 -0.130
O 0.953 -1.143 -0.380
O 0.888 0.877 -1.566
H -0.619 -1.027 1.405
H 0.291 1.924 1.204
H -2.545 0.094 2.616
H -1.232 -0.261 3.733
H -1.453 1.394 3.133
H 2.798 -1.862 -1.036
H 1.569 -1.620 -2.316
H 1.395 -2.954 -1.137
H -0.493 1.340 -2.940
H -1.110 1.316 -1.261
H -0.794 -0.217 -2.111
*
```

The value obtained for the total energy is -16074.987 eV. The value obtained for the energy above the lowest of the compared OMol25 structures with the same formula, charge and spin is 151.8 kcal/mol.

Mulliken population analysis, charges in e, atoms 1 to 6: atom 1 (C): 0.324, atom 2 (C): -0.836, atom 3 (C): -1.204, atom 4 (C): -0.818, atom 5 (C): -0.709, atom 6 (C): 0.700

=====

Record 4
An isolated molecule of C6H11NOS in a non-equilibrium geometry. Source: the Open Molecules 2025 dataset; level of theory: ωB97M-V/def2-TZVPD.

```
! RIJCOSX wB97M-V def2-TZVPD def2/J DEFGRID3
* xyz 0 1
C 0.361 -1.698 -1.007
C 0.356 -0.456 -0.229
C 1.886 -0.142 0.331
O 2.363 -0.867 1.182
S 2.686 1.112 -0.584
C -0.633 -0.598 0.947
C -0.962 0.831 1.339
C -1.098 1.475 -0.145
N -0.200 0.650 -0.991
H -0.733 -2.172 -1.010
H 1.132 -2.376 -0.593
H 0.630 -1.703 -2.071
H 1.470 1.586 -0.910
H -0.179 -1.209 1.753
H -1.466 -1.172 0.580
H -1.939 1.144 1.941
H -0.196 1.310 1.883
H -2.127 1.383 -0.388
H -0.801 2.538 -0.066
H -0.550 0.365 -1.962
*
```

The value obtained for the total energy is -20772.286 eV. As for the SMILES: C[C@]1(C(=O)S)CCCN1. The value obtained for the energy above the lowest of the compared OMol25 structures with the same formula, charge and spin is 24.5 kcal/mol.

Mulliken population analysis, charges in e, atoms 1 to 6: atom 1 (C): -1.660, atom 2 (C): 1.414, atom 3 (C): 0.228, atom 4 (O): -0.522, atom 5 (S): -0.244, atom 6 (C): -0.990

=====

Record 5
An isolated ion of composition C6H11NP and charge +1 in a non-equilibrium geometry. Source: the Open Molecules 2025 dataset; level of theory: ωB97M-V/def2-TZVPD.

```
! RIJCOSX wB97M-V def2-TZVPD def2/J DEFGRID3
* xyz 1 1
C 2.715 -0.289 -0.842
C 2.037 0.088 0.532
N 0.627 0.216 0.264
C 0.070 1.395 -0.264
C -1.300 1.380 -0.521
P -1.759 -0.327 -0.554
C -3.199 -0.786 0.414
C -0.356 -0.718 0.411
H 2.955 -1.467 -0.776
H 2.017 -0.132 -1.748
H 3.631 0.187 -0.911
H 2.573 0.924 0.819
H 2.036 -0.579 1.392
H 0.779 2.191 -0.284
H -2.036 2.068 -0.888
H -4.158 -0.227 0.178
H -3.204 -0.427 1.512
H -3.412 -1.920 0.412
H -0.016 -1.578 0.856
*
```

The value obtained for the total energy is -17170.450 eV. As for the SMILES: CC[N+]1=CC=P(C)=C1. The value obtained for the energy above the lowest of the compared OMol25 structures with the same formula, charge and spin is 8.5 kcal/mol.

Mulliken population analysis, charges in e, atoms 1 to 6: atom 1 (C): -0.890, atom 2 (C): -0.554, atom 3 (N): 0.116, atom 4 (C): -0.351, atom 5 (C): -0.354, atom 6 (P): 0.160

=====

Record 6
C6H11NS as an isolated structure in a non-equilibrium geometry. Source: the Open Molecules 2025 dataset; level of theory: ωB97M-V/def2-TZVPD.

```
! RIJCOSX wB97M-V def2-TZVPD def2/J DEFGRID3
* xyz 0 1
C -0.274 2.155 -0.426
C 0.299 0.724 0.142
C 1.480 0.064 -0.547
C 0.152 -1.756 -0.339
C -0.709 -0.516 0.238
C -0.244 0.158 1.444
H 0.390 2.245 -1.566
H -1.618 2.055 -0.806
H 0.063 3.245 0.135
H 1.277 0.192 -1.737
H 2.457 0.432 -0.294
H 1.752 -1.639 0.653
H -0.249 -2.173 -1.268
H -0.060 -2.454 0.483
H -2.982 -1.066 0.820
H -1.080 0.869 1.856
H 0.313 -0.685 2.051
N 1.500 -1.332 -0.377
S -2.466 -0.519 -0.462
*
```

The value obtained for the total energy is -18720.584 eV. The value obtained for the energy above the lowest of the compared OMol25 structures with the same formula, charge and spin is 113.2 kcal/mol.

Mulliken population analysis, charges in e, atoms 1 to 6: atom 1 (C): -0.979, atom 2 (C): 0.785, atom 3 (C): -0.784, atom 4 (C): -1.134, atom 5 (C): 0.232, atom 6 (C): -0.622

=====

Record 7
An isolated molecule of C6H11NS in a non-equilibrium geometry. Source: the Open Molecules 2025 dataset; level of theory: ωB97M-V/def2-TZVPD.

```
! RIJCOSX wB97M-V def2-TZVPD def2/J DEFGRID3
* xyz 0 1
C -1.702 -1.883 -1.650
C -1.376 -0.865 -0.966
C -1.248 0.437 -0.270
N -1.945 0.439 0.966
C 0.222 0.892 -0.093
C 0.045 2.385 0.191
C 1.103 0.214 0.914
S 2.107 -1.185 0.144
H -1.876 -3.047 -1.636
H -1.537 1.190 -1.002
H -3.123 0.399 0.780
H -1.803 1.512 1.575
H 0.560 0.750 -1.168
H -0.850 2.861 -0.349
H -0.240 2.246 1.226
H 1.014 2.931 -0.066
H 1.892 0.713 1.541
H 0.402 -0.338 1.549
H 3.195 -0.415 -0.275
*
```

The value obtained for the total energy is -18720.799 eV. As for the SMILES: C#C[C@@H](N)[C@@H](C)CS. The value obtained for the energy above the lowest of the compared OMol25 structures with the same formula, charge and spin is 108.3 kcal/mol.

Mulliken population analysis, charges in e, atoms 1 to 6: atom 1 (C): -0.266, atom 2 (C): -0.694, atom 3 (C): 0.453, atom 4 (N): -0.696, atom 5 (C): 0.263, atom 6 (C): -1.460

=====

Please write out number 3 again, unchanged.
C6H11NO4 as an isolated structure in a non-equilibrium geometry. Source: the Open Molecules 2025 dataset; level of theory: ωB97M-V/def2-TZVPD.

```
! RIJCOSX wB97M-V def2-TZVPD def2/J DEFGRID3
* xyz 0 1
C -0.624 0.009 1.717
C 0.122 0.874 1.086
C -1.515 0.341 2.871
C 1.735 -1.930 -1.280
C -0.462 0.818 -1.987
C 1.173 0.195 -0.420
N 2.501 0.613 0.076
O 3.128 -0.206 0.714
O 2.838 1.756 -0.130
O 0.953 -1.143 -0.380
O 0.888 0.877 -1.566
H -0.619 -1.027 1.405
H 0.291 1.924 1.204
H -2.545 0.094 2.616
H -1.232 -0.261 3.733
H -1.453 1.394 3.133
H 2.798 -1.862 -1.036
H 1.569 -1.620 -2.316
H 1.395 -2.954 -1.137
H -0.493 1.340 -2.940
H -1.110 1.316 -1.261
H -0.794 -0.217 -2.111
*
```

The value obtained for the total energy is -16074.987 eV. The value obtained for the energy above the lowest of the compared OMol25 structures with the same formula, charge and spin is 151.8 kcal/mol.

Mulliken population analysis, charges in e, atoms 1 to 6: atom 1 (C): 0.324, atom 2 (C): -0.836, atom 3 (C): -1.204, atom 4 (C): -0.818, atom 5 (C): -0.709, atom 6 (C): 0.700

=====

Among the records above, which one has the highest energy above the lowest of the compared OMol25 structures with the same formula, charge and spin?
number 1